(1)
This record from the Open Molecules 2025 dataset describes a structure of composition C29H38N9PtS3. The level of theory is the ωB97M-V functional and the def2-TZVPD basis.

Geometry as ORCA input:
```
! RIJCOSX wB97M-V def2-TZVPD def2/J DEFGRID3
* xyz 3 1
Pt -2.13 -0.12 -1.57
C -0.54 -0.04 -5.56
C -1.03 -0.34 -4.19
N -1.51 0.54 -3.36
N -1.57 1.81 -3.82
C -1.93 2.85 -3.20
N -2.07 4.04 -3.80
S -2.41 3.15 -1.40
C -1.00 -1.70 -3.67
C -0.47 -2.76 -4.37
C -0.43 -4.03 -3.79
C -0.90 -4.17 -2.50
C -1.43 -3.06 -1.84
N -1.51 -1.87 -2.42
H -0.57 1.02 -5.78
H 0.49 -0.39 -5.67
H -1.15 -0.58 -6.28
H -1.90 4.10 -4.80
H -2.20 4.90 -3.30
H -0.08 -2.61 -5.37
H -0.02 -4.87 -4.33
H -0.88 -5.12 -1.99
H -1.77 -3.15 -0.83
N -2.34 2.61 1.55
C -2.20 4.05 1.56
C -2.81 4.70 2.62
C -2.67 6.07 2.77
C -1.94 6.81 1.85
C -1.34 6.17 0.78
C -1.45 4.78 0.64
S -0.64 3.99 -0.70
N -2.44 1.68 -0.66
C -2.44 1.63 0.67
C -2.70 0.26 1.22
C -2.86 -0.05 2.55
C -3.33 -1.31 2.90
C -3.65 -2.21 1.91
C -3.41 -1.86 0.59
N -2.90 -0.67 0.26
H -2.48 2.29 2.50
H -3.40 4.14 3.34
H -3.15 6.57 3.60
H -1.83 7.88 1.97
H -0.77 6.73 0.05
H -2.64 0.65 3.35
H -3.46 -1.57 3.95
H -4.08 -3.18 2.13
H -3.65 -2.52 -0.23
C 5.48 -0.77 1.33
C 5.62 0.51 0.50
C 4.32 1.04 -0.11
C 3.62 0.10 -1.08
N 2.87 -0.97 -0.42
C 1.63 -0.86 0.04
S 0.63 0.50 -0.27
N 1.14 -1.88 0.77
C 1.92 -3.01 1.27
C 1.07 -3.85 2.22
C 0.61 -3.11 3.48
C 1.76 -2.62 4.35
H 6.39 -0.96 1.89
H 5.32 -1.65 0.70
H 4.66 -0.69 2.05
H 6.35 0.35 -0.29
H 6.04 1.29 1.14
H 4.55 1.97 -0.65
H 3.61 1.32 0.68
H 4.35 -0.38 -1.74
H 2.92 0.65 -1.70
H 3.41 -1.75 -0.09
H 0.25 -1.70 1.18
H 2.81 -2.64 1.78
H 2.25 -3.63 0.43
H 1.67 -4.71 2.51
H 0.21 -4.24 1.67
H -0.02 -3.79 4.05
H -0.03 -2.26 3.21
H 2.43 -3.45 4.61
H 1.39 -2.20 5.28
H 2.36 -1.85 3.86
*
```

HOMO level: -15.23 eV
Kohn-Sham gap: 5.980 eV
energy above the lowest of the compared OMol25 structures with the same formula, charge and spin: 28.7 kcal per mole



(2)
This record from the Open Molecules 2025 dataset describes a structure of composition C29H38NO2P2RuSi. The level of theory is the ωB97M-V functional and the def2-TZVPD basis.

Geometry as ORCA input:
```
! RIJCOSX wB97M-V def2-TZVPD def2/J DEFGRID3
* xyz 3 5
Ru 0.32 -0.01 -0.94
P 2.27 -0.99 -0.82
C 2.64 -1.26 -2.61
C 1.37 -1.69 -3.29
N 0.23 -1.25 -2.75
C -0.96 -1.60 -3.27
C -1.03 -2.46 -4.37
C 0.14 -2.88 -4.98
C 1.35 -2.50 -4.43
C -2.20 -1.05 -2.63
P -1.75 0.34 -1.51
H 2.31 -2.84 -4.81
H -2.02 -2.73 -4.71
H 0.10 -3.50 -5.87
H -2.95 -0.74 -3.37
H -2.68 -1.82 -1.99
H 2.99 -0.28 -3.00
H 3.44 -2.00 -2.72
H 1.23 3.37 -2.93
O 1.88 2.65 -3.15
H 2.45 3.01 -3.85
H 0.06 4.28 -1.05
O -0.01 4.23 -2.03
H -0.59 4.95 -2.31
C -1.36 1.67 -2.69
H -2.20 1.69 -3.39
H -1.26 2.64 -2.19
H -0.41 1.47 -3.19
C -3.30 0.80 -0.74
H -3.15 1.70 -0.13
H -4.05 1.00 -1.52
H -3.65 -0.02 -0.09
C 2.47 -2.65 -0.09
H 3.42 -3.08 -0.44
H 2.48 -2.60 1.00
H 1.64 -3.29 -0.40
C 3.72 0.00 -0.35
H 3.55 0.44 0.63
H 4.61 -0.64 -0.33
H 3.84 0.81 -1.09
C -0.72 4.64 1.86
C 0.41 4.13 1.22
C 0.50 2.76 0.93
C -0.53 1.90 1.31
C -1.70 2.43 1.89
C -1.79 3.79 2.16
Si -0.16 0.01 1.29
C 0.94 -0.19 2.84
C 2.25 -0.66 2.80
C 2.99 -0.84 3.98
C 2.42 -0.54 5.22
C 1.12 -0.03 5.26
C 0.38 0.16 4.08
C -1.51 -1.31 1.62
C -1.15 -2.64 1.41
C -1.99 -3.67 1.84
C -3.21 -3.37 2.46
C -3.59 -2.04 2.63
C -2.72 -1.01 2.25
H -0.77 5.70 2.10
H 1.24 4.78 0.93
H 1.36 2.34 0.39
H -2.54 1.77 2.11
H -2.71 4.20 2.59
H 2.72 -0.88 1.84
H 4.02 -1.22 3.93
H 3.00 -0.69 6.14
H 0.68 0.22 6.23
H -0.62 0.59 4.14
H -0.18 -2.86 0.93
H -1.68 -4.70 1.69
H -3.85 -4.17 2.80
H -4.56 -1.79 3.07
H -2.98 0.03 2.47
*
```

HOMO level (spin up / spin down): -16.70 / -16.97 eV
Kohn-Sham gap (spin up / spin down): 8.456 / 4.431 eV



(3)
This record from the Open Molecules 2025 dataset describes a structure of composition C29H39Cl3F6N6O4S2Si5W. The level of theory is the ωB97M-V functional and the def2-TZVPD basis.

Geometry as ORCA input:
```
! RIJCOSX wB97M-V def2-TZVPD def2/J DEFGRID3
* xyz 0 1
W -0.04 -0.03 -0.34
C 1.34 3.64 -3.60
C 1.25 3.09 -4.87
C 0.58 1.90 -5.06
C -0.01 1.26 -3.97
N 0.02 1.88 -2.77
C 0.70 3.02 -2.56
N -0.55 0.02 -4.16
C -0.19 -1.00 -3.44
N 0.45 -1.06 -2.21
C 1.28 -2.17 -2.29
N 2.25 -2.53 -1.54
C 2.45 -2.17 -0.23
C 3.71 -2.48 0.32
C 3.87 -2.48 1.67
C 2.76 -2.20 2.47
C 1.59 -1.85 1.86
N 1.42 -1.75 0.52
C 0.90 -2.98 -3.46
C 1.37 -4.20 -3.91
C 0.73 -4.75 -5.02
C -0.32 -4.09 -5.65
C -0.76 -2.84 -5.21
C -0.14 -2.32 -4.10
H 1.88 4.56 -3.41
H 1.72 3.58 -5.71
H 0.50 1.42 -6.02
H 0.68 3.37 -1.54
H 4.49 -2.76 -0.37
H 4.83 -2.73 2.11
H 2.80 -2.24 3.55
H 0.73 -1.59 2.46
H 2.19 -4.70 -3.42
H 1.05 -5.71 -5.40
H -0.80 -4.55 -6.50
H -1.56 -2.31 -5.70
C -1.68 1.09 4.96
Si -0.05 1.39 4.06
C 0.19 3.25 4.21
C 1.16 0.34 5.07
Si 0.72 0.93 1.81
Si -1.65 -1.47 1.35
C -1.34 -1.95 3.18
C -1.49 -3.16 0.51
C -3.46 -0.96 1.45
Si 2.96 1.85 2.08
C 4.47 0.93 1.42
C 3.51 2.15 3.86
C 2.81 3.56 1.27
H -1.43 1.28 6.01
H -2.05 0.07 4.89
H -2.47 1.77 4.68
H 0.17 3.53 5.27
H -0.65 3.75 3.72
H 1.10 3.65 3.78
H 1.56 0.92 5.91
H 2.01 -0.05 4.52
H 0.61 -0.51 5.49
H -0.65 -1.35 3.78
H -0.99 -2.98 3.22
H -2.30 -1.91 3.68
H -0.55 -3.63 0.79
H -1.55 -3.13 -0.58
H -2.30 -3.80 0.88
H -3.65 -0.47 2.41
H -4.05 -1.88 1.42
H -3.81 -0.29 0.67
H 4.87 0.27 2.18
H 5.22 1.70 1.22
H 4.31 0.37 0.50
H 3.77 1.22 4.37
H 2.83 2.70 4.51
H 4.44 2.73 3.77
H 2.87 3.47 0.19
H 3.64 4.18 1.62
H 1.88 4.07 1.52
Cl -2.66 2.08 2.15
Si -1.59 1.79 0.41
Cl 2.16 0.95 -0.86
Cl -0.99 3.80 0.13
F -4.72 3.88 -1.49
C -4.79 2.74 -2.17
F -5.73 1.97 -1.64
F -5.11 3.01 -3.44
S -3.09 1.98 -2.15
O -0.76 1.35 -1.80
O -3.04 1.81 -0.61
N -3.45 0.62 -2.89
S -3.14 -0.82 -2.42
O -2.19 -0.89 -1.32
O -2.93 -1.72 -3.51
C -4.73 -1.47 -1.74
F -5.56 -1.72 -2.75
F -5.34 -0.61 -0.92
F -4.50 -2.60 -1.08
*
```

HOMO level (spin up / spin down): -7.21 / -7.21 eV
Kohn-Sham gap (spin up / spin down): 6.313 / 6.311 eV
energy above the lowest of the compared OMol25 structures with the same formula, charge and spin: 107.1 kcal per mole



Number 1: electronic energy -2933.6801 Ha. Number 2: electronic energy -2399.1798 Ha. Number 3: electronic energy -6048.8275 Ha.